Entry 1:
{"formula": "H14O7", "method": "ωB97M-V/def2-TZVPD", "symbols": ["O", "O", "O", "O", "O", "O", "O", "H", "H", "H", "H", "H", "H", "H", "H", "H", "H", "H", "H", "H", "H"], "positions_angstrom": [[-1.42, 1.75, -0.85], [-0.12, -3.90, 2.08], [-1.64, 0.58, 1.74], [-0.20, -0.13, -2.26], [0.03, -1.04, 0.52], [2.51, 0.45, -1.20], [1.25, 2.50, -0.06], [-0.56, 2.07, -0.57], [1.54, 1.82, -0.72], [1.95, 0.18, -1.91], [0.10, -2.01, 0.66], [-0.20, -0.92, -0.43], [2.20, -0.05, -0.43], [1.63, 3.33, -0.42], [-0.97, -4.30, 1.85], [-0.84, -0.01, 1.70], [-0.56, -0.55, -3.03], [-0.41, -3.20, 2.71], [-1.45, 1.22, 2.44], [-2.01, 1.73, -0.09], [-0.83, 0.49, -1.76]], "lowdin_charge": [-0.05, -0.06, -0.10, -0.09, -0.08, -0.04, -0.09, 0.00, 0.00, 0.02, 0.05, 0.04, 0.05, 0.07, 0.04, 0.02, 0.04, 0.06, 0.04, 0.05, 0.03], "e_tot_ev": -14560.5554, "smiles": "O.O.O.O.O.O.O", "homo_energy_ev": -10.95, "orbital_gap_ev": 11.409}

---

Entry 2:
{"formula": "H14O7", "method": "ωB97M-V/def2-TZVPD", "symbols": ["O", "O", "O", "O", "O", "O", "O", "H", "H", "H", "H", "H", "H", "H", "H", "H", "H", "H", "H", "H", "H"], "positions_angstrom": [[1.61, 0.47, -1.04], [0.21, -0.06, 0.27], [-1.28, 1.88, 1.05], [-0.38, -1.78, -0.89], [1.67, -1.35, -1.98], [0.88, 0.06, 2.20], [-3.06, 0.03, 0.43], [-3.70, -0.37, -0.16], [0.23, -0.45, 2.69], [1.22, 1.26, -1.40], [0.56, 0.07, 1.30], [-1.69, 1.53, 1.84], [-0.53, 0.53, 0.29], [-0.58, 2.44, 1.37], [2.42, 0.76, -0.63], [1.40, -0.53, -1.57], [-2.24, 0.00, -0.06], [-0.08, -1.05, -0.35], [0.76, 0.26, -0.44], [0.05, -2.55, -0.52], [2.51, -1.14, -2.40]], "lowdin_charge": [0.25, 0.08, -0.03, -0.06, -0.06, -0.06, -0.04, 0.05, 0.03, 0.19, -0.27, 0.07, 0.07, 0.07, 0.20, -0.19, 0.00, -0.18, -0.20, 0.04, 0.04], "e_tot_ev": -14551.1983, "homo_energy_ev": -9.20, "orbital_gap_ev": 8.519}

---

Entry 3:
{"formula": "H14O7", "method": "ωB97M-V/def2-TZVPD", "symbols": ["O", "O", "O", "O", "O", "O", "O", "H", "H", "H", "H", "H", "H", "H", "H", "H", "H", "H", "H", "H", "H"], "positions_angstrom": [[-0.17, 0.29, 2.24], [-0.21, -2.41, -1.09], [-1.87, -0.74, 0.19], [0.20, -0.08, -2.26], [1.54, -0.85, 0.41], [-2.08, 2.02, 2.01], [2.39, 1.25, -1.21], [2.21, 0.41, -0.72], [1.05, -0.30, 1.14], [-0.38, -2.01, -1.95], [3.35, 1.11, -1.31], [0.97, 0.47, -2.44], [0.59, -1.83, -0.77], [-0.58, 0.37, -1.84], [-1.99, 2.96, 2.04], [-0.54, 1.20, 2.18], [-1.23, -1.52, -0.22], [-1.93, 1.88, 1.08], [-0.87, -0.22, 1.79], [2.35, -1.20, 0.79], [-2.80, -0.80, -0.05]], "lowdin_charge": [-0.08, -0.10, -0.15, -0.08, -0.10, -0.01, -0.09, 0.01, 0.08, 0.03, 0.05, 0.02, 0.05, 0.07, 0.05, 0.02, 0.07, 0.04, 0.01, 0.07, 0.04], "e_tot_ev": -14560.1087, "smiles": "O.O.O.O.O.O.O", "homo_energy_ev": -11.00, "orbital_gap_ev": 11.365}

---

Entry 4:
{"formula": "H14O7", "method": "ωB97M-V/def2-TZVPD", "symbols": ["O", "O", "O", "O", "O", "O", "O", "H", "H", "H", "H", "H", "H", "H", "H", "H", "H", "H", "H", "H", "H"], "positions_angstrom": [[-0.20, -0.27, -1.47], [0.01, -2.41, 2.24], [-1.90, 3.03, -1.02], [2.46, -2.64, 1.90], [-0.65, 0.24, 1.29], [2.22, -0.51, 0.02], [-1.61, 1.57, -3.29], [-1.29, 1.87, -4.14], [-1.41, 3.50, -0.29], [1.57, 0.14, 0.49], [-2.35, 3.87, -1.47], [-0.38, -0.23, -0.54], [3.09, -2.29, 2.53], [0.88, -2.57, 1.87], [0.00, -2.29, 3.22], [-0.75, 0.42, -1.94], [1.67, -0.79, -0.78], [-0.21, -0.60, 1.46], [2.64, -2.19, 1.06], [-1.27, 0.24, 2.02], [-2.53, 1.94, -3.18]], "lowdin_charge": [-0.07, -0.09, -0.14, -0.04, -0.06, -0.12, -0.07, 0.04, 0.06, 0.07, 0.11, -0.04, 0.07, -0.04, 0.08, 0.04, 0.06, -0.01, 0.03, 0.05, 0.07], "e_tot_ev": -14559.4331, "smiles": "O.O.O.O.O.O.O", "homo_energy_ev": -10.48, "orbital_gap_ev": 10.861}

---

Entry 5:
{"formula": "H14O7Xe", "method": "ωB97M-V/def2-TZVPD", "symbols": ["Xe", "O", "O", "O", "O", "O", "O", "O", "H", "H", "H", "H", "H", "H", "H", "H", "H", "H", "H", "H", "H", "H"], "positions_angstrom": [[1.38, -0.36, -0.05], [-1.13, 2.46, 2.46], [0.85, 3.37, 0.42], [2.01, 3.22, -2.13], [-1.64, -0.30, 2.77], [-2.18, -1.30, 0.02], [-0.33, -2.73, -1.87], [1.91, -4.49, -1.62], [-0.29, -2.32, -2.73], [2.30, 2.35, -2.41], [-2.33, -0.35, 0.01], [-1.82, -0.82, 1.99], [-0.45, 2.45, 1.78], [1.18, -3.87, -1.56], [-0.66, -2.04, -1.29], [2.20, -4.61, -0.72], [1.34, 3.93, 1.03], [1.53, 2.97, -0.12], [1.08, 3.23, -2.33], [-1.06, 1.61, 2.88], [-0.89, -0.72, 3.17], [-3.01, -1.68, 0.30]], "lowdin_charge": [0.28, -0.07, -0.08, -0.05, -0.05, -0.06, -0.10, -0.07, 0.05, 0.03, 0.06, -0.01, -0.03, -0.03, -0.06, 0.02, 0.05, -0.03, 0.05, -0.02, 0.05, 0.06], "e_tot_ev": -23522.1947, "homo_energy_ev": -10.49, "orbital_gap_ev": 10.588}

---

Entry 6:
{"formula": "H14Si6", "method": "ωB97M-V/def2-TZVPD", "symbols": ["Si", "Si", "Si", "Si", "Si", "Si", "H", "H", "H", "H", "H", "H", "H", "H", "H", "H", "H", "H", "H", "H"], "positions_angstrom": [[1.76, 0.12, 0.62], [2.23, 2.04, -0.67], [2.23, -1.93, -0.17], [-2.16, -2.15, -0.02], [-1.39, 0.06, -0.20], [-2.62, 1.86, 0.71], [3.48, 2.92, -0.44], [3.73, -2.27, -0.25], [-3.33, -2.75, -0.65], [0.97, 2.96, -0.46], [2.65, 0.50, 1.88], [-1.30, 0.25, -1.72], [-0.96, -3.08, -0.40], [-3.70, 2.15, -0.20], [1.83, -2.46, -1.42], [-2.30, -2.33, 1.45], [-3.16, 1.00, 1.83], [1.97, -2.86, 1.06], [-1.80, 2.99, 0.96], [2.38, 1.98, -2.23]], "lowdin_charge": [0.16, 0.29, 0.26, 0.35, 0.19, 0.40, -0.12, -0.11, -0.14, -0.12, -0.09, -0.13, -0.10, -0.13, -0.14, -0.13, -0.11, -0.09, -0.14, -0.11], "e_tot_ev": -47487.0602, "homo_energy_ev": -8.33, "orbital_gap_ev": 6.851}

---

Computed F_max, in the same sequence as the records: 0.0381; 0.2577; 0.0524; 0.0816; 0.0130; 0.0702 Eh/bohr.
Computed energy above the lowest of the compared OMol25 structures with the same formula, charge and spin, in the same sequence as the records: 87.4; 990.2; 130.5; 195.7; 36.8; 147.5 kJ/mol.